{"formula": "C16H17Cl2F3NO9S", "method": "the ωB97M-V functional and the def2-TZVPD basis", "symbols": ["Cl", "Cl", "S", "F", "F", "F", "O", "O", "O", "O", "O", "O", "O", "O", "O", "N", "C", "C", "C", "C", "C", "C", "C", "C", "C", "C", "C", "C", "C", "C", "C", "C", "H", "H", "H", "H", "H", "H", "H", "H", "H", "H", "H", "H", "H", "H", "H", "H", "H"], "positions_angstrom": [[3.139, 2.907, 3.593], [0.467, -1.681, 3.499], [-0.849, -2.427, 0.632], [1.075, 2.798, -0.592], [-2.566, -1.470, -3.260], [2.212, -2.012, 0.036], [3.116, 0.312, 3.780], [-2.235, -2.740, 0.826], [5.229, -1.874, -3.213], [5.420, -1.338, -1.035], [0.077, -3.391, 1.132], [-3.011, 0.533, -2.328], [3.499, -2.227, -1.802], [-5.208, 0.688, -2.762], [-4.119, 2.446, -1.873], [0.011, -0.428, 2.428], [-4.122, 1.336, -2.285], [-0.582, -2.309, -1.159], [-3.483, -0.787, -2.524], [-0.768, 1.630, 0.807], [4.483, -1.307, 0.040], [-4.767, -0.573, -3.281], [3.468, -2.332, -0.397], [-1.226, 2.797, -0.048], [0.017, 3.686, -0.328], [-0.138, 1.894, 2.035], [0.924, 1.169, 4.154], [-0.942, 0.300, 0.433], [2.434, 1.290, 3.857], [4.768, -1.815, -2.130], [-0.550, -0.732, 1.249], [0.242, 0.842, 2.830], [-1.519, -2.122, -1.687], [0.533, 2.142, 4.479], [4.053, -0.305, 0.119], [0.309, 4.238, 0.573], [-1.425, 0.098, -0.522], [3.704, -3.355, -0.100], [-0.111, 4.326, -1.204], [-3.606, -1.277, -1.553], [-0.093, -3.232, -1.492], [0.165, -1.514, -1.298], [4.959, -1.562, 0.984], [-1.657, 2.473, -1.002], [0.691, 0.462, 4.953], [-4.605, -0.488, -4.356], [-1.957, 3.366, 0.546], [0.043, 2.921, 2.342], [-5.500, -1.354, -3.095]], "forces_ev_per_angstrom": [[-0.72, -0.58, 0.13], [-0.10, -0.10, -0.15], [-0.65, -2.72, -1.55], [-0.09, 0.29, -0.17], [-0.15, 0.10, -0.07], [0.01, 0.08, 0.01], [-0.51, 0.98, -0.07], [-0.28, 1.11, 0.33], [-0.11, 0.03, 0.01], [-0.45, -0.22, -0.03], [0.62, 0.76, 0.52], [-0.26, -0.17, 0.31], [0.29, -0.15, 0.36], [0.54, -0.12, 0.12], [0.19, -0.04, 0.02], [0.48, -0.52, 0.64], [-0.46, 0.50, -0.11], [0.79, 0.89, 0.55], [0.19, -0.08, -0.40], [-0.01, 0.61, 0.25], [0.34, 0.14, 0.43], [-0.49, -0.22, -0.16], [-0.13, 0.19, -0.21], [0.73, 0.12, -0.01], [-0.14, -0.83, 0.35], [-0.51, -0.45, -0.99], [-0.29, 0.99, -0.38], [-0.37, 0.28, -0.41], [0.79, -1.35, 0.32], [0.38, 0.19, -0.45], [-0.08, 0.32, -0.52], [0.21, 0.86, 0.96], [0.43, -0.09, 0.34], [0.13, -0.27, -0.18], [-0.18, -0.09, -0.06], [-0.08, 0.20, -0.37], [0.15, -0.06, 0.23], [-0.23, 0.00, 0.10], [-0.04, 0.00, 0.31], [0.07, -0.12, -0.05], [-0.35, 0.03, 0.43], [-0.33, -0.17, -0.30], [0.18, -0.02, -0.13], [-0.11, -0.02, 0.42], [0.48, -0.08, -0.27], [0.20, -0.01, 0.05], [0.01, -0.09, -0.42], [0.01, -0.30, 0.13], [-0.12, 0.19, 0.13]], "total_charge": 1, "e_lumo_ev": -4.859, "e_tot_ev": -80809.0036, "mol_weight_da": 527.277}


{"formula": "C16H17ClF5N5O2PtS", "method": "the ωB97M-V functional and the def2-TZVPD basis", "symbols": ["Pt", "Cl", "S", "F", "F", "F", "F", "F", "O", "O", "N", "N", "N", "N", "N", "C", "C", "C", "C", "C", "C", "C", "C", "C", "C", "C", "C", "C", "C", "C", "C", "H", "H", "H", "H", "H", "H", "H", "H", "H", "H", "H", "H", "H", "H", "H", "H", "H"], "positions_angstrom": [[-5.749, -0.522, 2.248], [0.410, 3.450, -0.285], [1.165, -0.788, -1.151], [3.792, -2.907, -1.086], [2.403, -1.938, 0.967], [2.487, -4.487, -0.360], [0.575, -2.887, 0.259], [1.950, -3.464, -2.183], [-0.039, -1.218, -1.825], [2.241, -0.526, -2.056], [1.591, 2.520, 2.478], [3.807, 2.457, 1.732], [-0.246, -0.205, 2.219], [2.929, 0.557, 2.777], [0.494, 1.567, -3.361], [-1.568, 1.674, -0.429], [0.856, 0.678, -0.016], [1.726, -2.273, -0.142], [0.215, 1.767, -2.257], [2.558, 1.649, 1.841], [-3.052, -0.507, -0.227], [-3.203, -0.762, -3.006], [2.282, 1.189, 0.369], [0.105, 0.030, 1.138], [-2.460, 0.310, -2.411], [-3.797, -1.622, -0.861], [-3.876, -1.768, -2.216], [2.533, -3.319, -0.997], [-3.114, -0.487, 1.230], [-2.331, 0.505, -1.050], [-0.047, 1.752, -0.769], [2.994, 0.358, 0.190], [-4.331, -2.370, -0.256], [-2.526, -1.369, 1.592], [4.467, 1.873, 1.212], [0.629, 2.382, 2.207], [2.229, -0.179, 2.802], [2.653, 1.989, -0.302], [-4.435, -2.571, -2.707], [-2.703, 0.414, 1.699], [-1.988, 1.025, -3.100], [-4.239, -0.708, 1.581], [-2.016, 2.590, -0.874], [1.732, 2.466, 3.482], [4.198, 2.611, 2.658], [3.843, 0.182, 2.542], [-1.766, 1.793, 0.650], [-3.258, -0.808, -4.104]], "forces_ev_per_angstrom": [[0.11, 0.06, -0.06], [-0.07, -0.64, 0.14], [0.62, -0.82, -3.17], [-0.43, -0.20, -0.31], [-0.02, 0.10, -0.57], [0.10, 0.40, -0.07], [0.47, 0.36, -0.19], [0.39, 0.17, 0.15], [-0.65, 0.34, 1.47], [0.37, 0.56, 1.06], [-0.10, -0.53, -0.52], [-0.50, -0.69, -1.03], [-0.17, -0.26, -1.46], [-1.01, 0.08, -0.61], [-0.43, 0.57, 0.85], [-0.83, 0.17, -0.91], [-0.09, -0.79, 0.20], [-1.13, -0.65, 1.19], [0.19, -1.04, 0.46], [1.96, 0.59, 1.12], [-0.58, -0.07, 0.68], [-0.07, -0.21, 0.59], [0.50, -0.16, 0.42], [1.04, 1.49, 0.89], [0.09, 0.46, -0.32], [0.20, -0.33, -0.45], [0.58, 1.05, -0.21], [0.06, 0.12, 0.23], [2.49, 0.60, -1.78], [-1.09, -0.95, 0.17], [0.02, 0.89, -0.50], [-0.42, 0.40, 0.20], [0.47, 0.55, 0.09], [-1.08, -0.02, 0.35], [0.23, 0.42, 0.23], [0.05, 0.00, 0.32], [0.23, -0.05, 0.21], [-0.79, -0.34, 0.14], [0.25, 0.33, 0.29], [-0.39, -0.37, -0.04], [-0.21, -0.45, 0.33], [-0.60, -0.33, 0.31], [0.30, -0.48, 0.12], [-0.28, 0.03, -0.08], [-0.14, -0.02, -0.07], [-0.19, -0.11, 0.07], [0.50, -0.26, -0.50], [0.07, 0.03, 0.57]], "total_charge": 2, "e_lumo_ev": -12.201, "e_tot_ev": -68577.6091, "mol_weight_da": 668.933}


{"formula": "C16H17ClO3", "method": "the ωB97M-V functional and the def2-TZVPD basis", "symbols": ["Cl", "O", "O", "O", "C", "C", "C", "C", "C", "C", "C", "C", "C", "C", "C", "C", "C", "C", "C", "C", "H", "H", "H", "H", "H", "H", "H", "H", "H", "H", "H", "H", "H", "H", "H", "H", "H"], "positions_angstrom": [[-2.082, -3.970, -3.201], [-2.946, 0.443, 2.877], [-1.630, -0.192, 1.216], [1.091, -1.724, -2.377], [0.928, 3.185, 1.930], [0.023, 2.024, 1.656], [-1.042, -2.584, -3.201], [2.152, 2.738, 2.741], [3.103, 3.900, 3.014], [-1.959, 0.679, 2.226], [1.421, 1.177, -0.265], [0.326, 1.082, 0.606], [-1.423, -1.435, -3.727], [0.297, -2.869, -2.569], [-0.328, -0.965, -0.551], [4.312, 3.457, 3.828], [-0.544, -0.008, 0.439], [0.767, -0.852, -1.390], [1.640, 0.236, -1.236], [-1.075, 1.809, 2.415], [-0.761, -0.588, -3.726], [4.869, 2.687, 3.297], [-1.044, -1.765, -0.632], [-2.394, -1.305, -4.169], [-1.351, 2.478, 3.215], [0.880, -3.508, -3.243], [4.978, 4.297, 4.012], [0.383, 3.939, 2.501], [2.569, 4.685, 3.555], [1.256, 3.642, 0.995], [3.998, 3.051, 4.787], [3.440, 4.324, 2.065], [2.106, 2.004, -0.173], [0.154, -3.413, -1.626], [2.683, 1.951, 2.202], [1.812, 2.316, 3.690], [2.484, 0.308, -1.903]], "forces_ev_per_angstrom": [[-0.04, -0.12, 0.02], [0.33, 0.03, -0.27], [-0.18, -0.21, -0.03], [0.03, 0.19, -0.10], [0.09, -0.23, 0.17], [-0.54, 0.10, 0.33], [0.11, 0.25, -0.08], [0.02, 0.40, -0.12], [0.06, -0.31, 0.09], [-0.46, 0.02, 0.46], [-0.24, -0.15, 0.06], [-0.28, -0.45, -0.15], [0.04, -0.13, 0.03], [-0.05, -0.31, 0.01], [-0.07, -0.14, 0.02], [-0.13, 0.18, -0.12], [0.81, 0.32, -0.37], [0.00, 0.41, 0.42], [0.02, -0.19, -0.21], [0.42, 0.19, -0.22], [0.20, 0.11, 0.07], [0.09, -0.09, -0.01], [-0.08, -0.11, -0.03], [-0.21, -0.06, -0.07], [-0.03, 0.06, 0.05], [-0.14, 0.03, 0.15], [0.12, 0.02, 0.07], [-0.01, 0.03, -0.07], [-0.04, 0.08, -0.06], [-0.02, 0.07, -0.02], [0.02, -0.06, 0.12], [-0.05, 0.08, -0.03], [0.09, 0.10, 0.03], [0.00, 0.07, -0.10], [0.02, -0.08, 0.04], [0.00, -0.08, 0.00], [0.11, 0.02, -0.07]], "e_above_lowest_kcal_mol": 0.0, "e_lumo_ev": 0.186, "e_tot_ev": -35532.6064, "smiles": "C=C(Cl)COc1ccc2c(CCCC)cc(=O)oc2c1", "mol_weight_da": 292.762}


{"formula": "C16H17FN2O3", "method": "the ωB97M-V functional and the def2-TZVPD basis", "symbols": ["F", "O", "O", "O", "N", "N", "C", "C", "C", "C", "C", "C", "C", "C", "C", "C", "C", "C", "C", "C", "C", "C", "H", "H", "H", "H", "H", "H", "H", "H", "H", "H", "H", "H", "H", "H", "H", "H", "H"], "positions_angstrom": [[-0.594, 0.505, 4.557], [-1.124, 3.539, -0.102], [0.786, -3.722, -1.697], [-1.023, -2.552, -3.639], [-1.197, 1.609, 1.091], [-0.774, 1.592, -1.185], [0.133, 2.173, 3.045], [-0.394, 0.252, -1.310], [-0.894, -0.489, -2.379], [1.184, 2.954, 2.577], [0.402, 1.291, 4.083], [2.681, 1.974, 4.176], [-1.907, -1.945, -4.548], [0.325, -4.653, -2.650], [1.654, 1.183, 4.659], [-1.224, 2.245, 2.391], [0.502, -0.353, -0.436], [-0.545, -1.816, -2.585], [-1.016, 2.330, -0.046], [2.446, 2.857, 3.135], [0.334, -2.436, -1.675], [0.840, -1.678, -0.624], [1.809, 0.486, 5.467], [-1.443, -1.096, -5.059], [-1.979, 1.758, 3.012], [1.531, -2.165, 0.045], [0.958, 0.208, 0.365], [3.665, 1.899, 4.614], [0.820, -5.589, -2.391], [3.248, 3.474, 2.758], [0.603, -4.365, -3.666], [-2.830, -1.618, -4.058], [-1.078, 0.610, 1.061], [-0.919, 2.109, -2.040], [-2.144, -2.717, -5.278], [0.993, 3.641, 1.766], [-1.570, 0.003, -3.060], [-1.502, 3.288, 2.221], [-0.757, -4.787, -2.595]], "forces_ev_per_angstrom": [[0.05, 0.04, -0.04], [0.04, 0.49, 0.04], [0.04, 0.30, 0.12], [0.31, 0.02, 0.42], [-0.12, -0.28, 0.12], [0.00, 0.28, -0.45], [-0.16, -0.16, 0.22], [0.14, -0.43, 0.08], [-0.04, 0.06, 0.05], [0.04, -0.06, 0.12], [0.13, 0.21, -0.10], [-0.04, -0.02, 0.01], [-0.15, 0.09, -0.16], [-0.07, -0.41, -0.26], [-0.13, -0.09, 0.03], [-0.02, 0.10, 0.04], [-0.06, 0.10, -0.13], [0.09, -0.15, -0.06], [-0.21, -0.32, -0.11], [0.08, 0.08, -0.08], [0.06, 0.09, 0.14], [-0.20, -0.20, -0.27], [0.00, -0.08, 0.08], [-0.03, -0.02, 0.03], [0.07, 0.15, -0.08], [0.09, -0.08, 0.07], [0.05, 0.07, 0.06], [0.08, -0.01, 0.05], [-0.05, 0.05, -0.04], [0.07, 0.06, -0.03], [-0.03, -0.05, 0.09], [0.04, 0.01, -0.02], [-0.02, 0.08, -0.05], [0.07, 0.06, 0.22], [-0.02, 0.10, 0.02], [-0.03, 0.10, -0.11], [-0.12, -0.01, -0.06], [-0.03, -0.17, 0.10], [0.08, -0.01, -0.01]], "e_above_lowest_kcal_mol": 0.0, "e_lumo_ev": 0.661, "e_tot_ev": -28707.9837, "smiles": "COc1ccc(NC(=O)NCc2ccccc2F)cc1OC", "mol_weight_da": 304.321}


{"formula": "C16H17N", "method": "the ωB97M-V functional and the def2-TZVPD basis", "symbols": ["N", "C", "C", "C", "C", "C", "C", "C", "C", "C", "C", "C", "C", "C", "C", "C", "C", "H", "H", "H", "H", "H", "H", "H", "H", "H", "H", "H", "H", "H", "H", "H", "H", "H"], "positions_angstrom": [[0.514, 0.868, 2.323], [2.228, 0.162, -0.717], [1.763, -2.445, 1.346], [-2.440, -0.746, 0.801], [1.649, 0.102, 0.566], [-1.857, 0.707, -1.471], [1.310, 2.408, -0.934], [-1.685, -1.419, -0.264], [0.886, 2.417, 0.379], [1.403, -0.982, 1.466], [2.088, 1.323, -1.432], [0.725, -0.458, 2.544], [-1.400, -0.612, -1.363], [-0.472, -1.055, -2.474], [1.033, 1.236, 1.106], [-2.753, 0.570, 0.729], [-2.466, 1.385, -0.403], [-1.128, -1.769, -3.025], [0.429, 3.277, 0.838], [2.595, 1.475, -2.373], [0.336, -1.041, 3.363], [0.986, 3.257, -1.525], [-2.942, 2.355, -0.486], [-2.665, -1.402, 1.621], [-3.370, 1.009, 1.517], [-0.126, 1.498, 2.791], [-0.189, -0.285, -3.187], [0.484, -1.420, -2.112], [-1.509, -2.487, -0.250], [2.826, -0.712, -0.928], [-1.755, 1.196, -2.424], [2.337, -2.775, 0.480], [2.368, -2.680, 2.228], [0.796, -2.957, 1.268]], "forces_ev_per_angstrom": [[-0.41, 1.71, 0.33], [0.28, -0.05, 1.15], [-0.32, 0.50, 0.19], [1.05, -1.47, -1.06], [-0.58, -0.19, -0.14], [0.39, -0.63, 0.04], [0.22, -0.15, 0.53], [-0.72, 0.85, 0.88], [-0.15, -0.24, 0.11], [0.58, 0.15, 0.33], [-0.31, 0.52, -0.32], [0.43, -1.02, -1.12], [0.93, 1.80, -0.95], [-1.58, -0.62, -0.51], [0.04, -0.59, 0.03], [-0.83, 0.58, 0.45], [-0.51, -0.34, 0.63], [1.21, -0.35, -0.05], [-0.35, 0.17, -0.14], [-0.14, -0.25, -0.29], [-0.17, 0.40, 0.23], [0.59, -0.05, -0.30], [0.12, 0.03, -0.14], [-0.43, 0.23, 0.67], [0.22, -0.06, 0.11], [0.09, -0.64, 0.06], [-0.35, 0.44, 0.10], [-0.10, -0.70, 0.16], [0.20, 0.02, 0.05], [0.17, 0.13, -0.92], [0.43, 0.27, -0.27], [0.03, 0.55, -0.17], [-0.39, -0.58, -0.06], [0.37, -0.42, 0.40]], "multiplicity": 2, "s2": 0.759, "total_charge": -1, "e_above_lowest_kcal_mol": 21.1, "e_lumo_ev": [3.564, 3.514], "e_tot_ev": -18356.1522, "mol_weight_da": 223.319}


{"formula": "C16H17N", "method": "the ωB97M-V functional and the def2-TZVPD basis", "symbols": ["N", "C", "C", "C", "C", "C", "C", "C", "C", "C", "C", "C", "C", "C", "C", "C", "C", "H", "H", "H", "H", "H", "H", "H", "H", "H", "H", "H", "H", "H", "H", "H", "H", "H"], "positions_angstrom": [[-1.150, -1.435, 0.359], [1.005, 1.403, -1.886], [2.153, 0.626, -1.651], [-0.158, -0.210, 1.966], [-0.190, -0.568, -2.610], [-0.141, 0.823, -2.374], [-0.900, 1.985, 2.710], [-0.084, -2.142, 0.856], [0.969, -1.358, -2.406], [-1.866, 1.972, 1.698], [2.089, -0.768, -1.883], [-1.143, -0.193, 0.941], [-1.990, 0.902, 0.818], [0.559, -1.439, 1.845], [-0.077, 0.882, 2.835], [-1.389, 1.623, -2.589], [1.650, -2.110, 2.625], [-1.147, -0.950, -2.974], [1.060, 2.467, -1.718], [-1.374, 2.624, -2.159], [-1.534, 1.812, -3.675], [1.812, -1.654, 3.595], [2.652, -1.990, 2.186], [0.030, -3.190, 0.614], [1.415, -3.168, 2.766], [-1.697, -1.721, -0.452], [-2.700, 1.086, 0.027], [-0.626, 2.835, 3.305], [-2.610, 2.760, 1.559], [2.924, -1.361, -1.521], [-2.302, 1.034, -2.413], [0.914, -2.400, -2.670], [0.737, 0.848, 3.557], [3.109, 0.976, -1.281]], "forces_ev_per_angstrom": [[0.36, 0.16, -0.38], [0.79, -0.07, -0.12], [-0.06, -1.05, 0.06], [0.00, 0.25, -0.29], [-0.12, 0.16, -0.43], [-0.48, -0.04, 0.54], [0.49, -0.73, -0.35], [-0.46, -0.14, 0.29], [-1.01, 0.39, -0.10], [-0.43, 0.07, -0.15], [0.42, 0.43, 0.42], [-0.47, -0.31, 0.69], [-0.05, 0.82, 0.03], [-0.29, -1.05, -0.39], [0.89, -0.12, 0.13], [-0.21, 0.09, -1.84], [0.50, 0.75, 0.17], [0.42, -0.27, -0.04], [-0.19, 0.27, 0.11], [-0.15, -0.22, 0.48], [0.33, 0.01, 0.20], [-0.38, 0.03, 0.50], [-0.30, -0.28, -0.35], [0.17, 0.13, -0.26], [0.21, 0.08, -0.01], [0.22, 0.34, 0.10], [-0.12, -0.71, -0.24], [-0.54, 0.42, 0.28], [0.54, 0.11, 0.19], [0.08, -0.14, -0.46], [0.11, 0.19, 0.78], [0.17, -0.38, 0.22], [-0.17, 0.28, 0.09], [-0.26, 0.52, 0.12]], "multiplicity": 2, "s2": 0.755, "total_charge": -1, "e_above_lowest_kcal_mol": 10.3, "e_lumo_ev": [3.556, 3.440], "e_tot_ev": -18356.6215, "mol_weight_da": 223.319}


> Which formula does entry 4 have?

C16H17FN2O3


> What is the formula in the fifth record?

C16H17N